(1)
The following is a DFT calculation (ωB97M-V with the def2-TZVPD basis set) of a molecular structure, C54H46AsBrCuF5N4O5PSe.

```
119
Properties=species:S:1:pos:R:3:forces:R:3
Cu -20.1848 8.6837 -5.1351 0.5295 -0.1466 -0.4020
C -19.4369 9.3793 -10.5302 -1.3406 -0.3731 -1.5541
O -20.5605 8.5324 -10.2088 -0.0660 0.2715 0.0810
C -21.8282 8.8408 -10.6364 0.8254 -0.3248 1.7144
C -22.2287 9.9788 -11.2653 -0.6321 0.6430 -1.3704
C -23.5821 10.1385 -11.5781 -0.5324 -1.7877 1.5145
Br -24.2443 11.6117 -12.4952 0.0185 0.7175 -0.3700
C -24.5155 9.2019 -11.1128 0.3070 1.1488 -1.0999
C -24.1324 8.0686 -10.4048 1.0911 0.7660 0.0936
C -22.7832 7.9841 -10.0595 -0.2796 -0.5356 0.1229
O -22.4096 7.1092 -9.0999 0.2642 0.0256 -0.7176
C -25.0994 7.1194 -9.9231 -2.6019 -0.7193 1.4726
N -26.4140 7.1817 -10.1656 0.9088 0.4427 -0.8861
C -27.0210 6.1830 -9.4631 0.3910 -1.0251 0.2304
C -28.3766 5.7473 -9.4801 1.2245 -0.0107 0.2770
C -28.7134 4.7750 -8.5637 0.1271 -0.7115 1.5908
C -27.7215 4.1137 -7.7536 -0.3775 0.1728 -0.4277
C -26.3507 4.4001 -7.9121 -0.5970 -1.8786 1.0926
C -26.0259 5.4601 -8.7033 -0.2381 2.4329 -1.5809
N -24.8360 6.1333 -9.0040 0.5038 -1.0294 0.2712
H -19.2822 9.2125 -11.6465 0.1968 0.6693 1.2468
H -18.6081 8.9523 -9.9694 -0.0422 0.4236 0.0822
H -19.6951 10.4461 -10.3033 0.5966 -0.8886 -0.0777
H -21.5676 10.7537 -11.5887 0.6007 0.1209 -0.0985
H -25.5458 9.4400 -11.3045 -0.3395 -0.4640 -0.0268
H -21.4577 7.2120 -8.9161 0.1045 -0.1750 0.3715
H -29.0878 6.0703 -10.2237 -0.0562 0.5352 0.1421
H -29.7758 4.5375 -8.3339 0.8623 -0.0011 -0.6045
H -28.0771 3.3420 -7.0296 0.5399 0.6527 -0.7891
H -25.5811 3.7205 -7.4938 -0.5618 0.7390 0.0575
H -23.8972 5.9592 -8.6097 -0.9239 0.1811 -0.4316
C -17.8995 5.4366 -3.9361 0.4059 0.0596 0.0874
C -18.1138 4.8684 -5.3566 0.9742 -0.5504 0.4537
C -19.5489 4.7389 -5.9305 -0.8409 -1.6307 -1.2363
C -19.4087 3.9359 -7.2729 1.3593 -1.5461 0.6073
C -20.6430 3.4115 -7.9923 -0.6920 0.3088 0.8847
C -20.4479 3.9910 -4.9092 -0.0722 0.6132 0.9790
O -20.5123 2.7854 -4.7574 0.1629 0.7124 -0.3680
N -21.1613 4.8429 -4.0252 0.4826 -1.9742 -0.6190
C -21.2629 6.2129 -4.0667 0.1864 1.0546 -0.9015
O -21.8765 6.8284 -3.1894 0.5583 -0.4788 -0.4492
N -20.6992 6.7809 -5.1724 -0.5618 -0.1382 -0.4863
C -20.2598 6.0331 -6.2599 -0.2062 2.0682 0.0781
O -20.3767 6.4878 -7.4171 0.5684 -1.0008 1.7678
H -16.8311 5.7249 -3.9020 -0.5429 0.0288 0.2056
H -18.0676 4.7209 -3.1056 -0.0366 0.0196 -0.6798
H -18.4953 6.3180 -3.7004 0.1171 0.0958 -0.2554
H -17.6105 3.8570 -5.3165 -0.9906 0.6525 -0.2837
H -17.4925 5.4082 -6.1016 -0.5840 0.0770 0.5067
H -18.7768 3.0164 -7.0094 -0.6895 1.2221 -0.3847
H -18.8228 4.5449 -7.9746 -0.0602 -0.0164 0.3846
H -21.1410 2.6792 -7.3288 -0.2344 0.6189 -0.2106
H -20.3611 2.8072 -8.8471 0.1669 0.2537 -0.4055
H -21.3006 4.2643 -8.2911 0.2894 -0.8995 0.1491
H -21.7051 4.3685 -3.3281 -0.0954 -0.1322 0.2457
F -14.7566 12.8012 -3.6236 0.3814 0.6735 0.1352
C -15.4064 11.7844 -4.1791 0.5849 -0.4073 -0.7554
C -16.3891 11.1700 -3.4299 -0.2100 -1.3871 0.2498
F -16.5686 11.5762 -2.1582 -0.1937 -0.0407 -0.2652
C -17.0002 10.0356 -3.9517 -0.1690 -0.6434 -0.3962
F -17.8160 9.2149 -3.1746 1.0223 1.7764 -0.6952
C -16.7729 9.6380 -5.3043 -0.0334 0.4234 1.4379
Se -17.8693 8.2948 -5.9587 -0.4006 -0.4291 -1.0317
C -15.7535 10.2639 -6.0141 0.2850 0.5486 -0.0062
F -15.5042 9.9430 -7.3138 -0.1008 0.1955 0.9620
C -15.0086 11.3061 -5.4330 -1.2293 0.2996 -0.1500
F -14.1164 12.0202 -6.1562 -0.1589 -0.4682 0.3614
C -21.4803 10.2445 -2.5965 -0.2284 -1.6008 -0.5740
C -22.0407 11.3677 -1.7897 0.0353 1.1197 0.3427
As -22.8369 10.8525 -0.0179 0.0657 -0.9069 -0.7568
C -23.7457 12.5360 0.1900 0.2421 0.8081 0.1020
C -22.9285 13.6793 0.2527 -0.4914 -0.5253 -0.0297
C -23.4734 14.9386 0.3099 -1.2097 0.2899 -0.3753
C -24.8906 15.0900 0.2595 1.8816 -0.6238 0.0741
C -25.6836 13.9657 0.2413 -0.9579 0.1617 0.4856
C -25.1085 12.6963 0.2521 -0.4446 -0.5851 -0.2735
C -24.2655 9.6889 -0.7466 0.5092 0.3937 0.4852
C -24.6021 8.5026 -0.1000 0.6436 0.5431 -0.9349
C -25.5118 7.6498 -0.6977 -0.6936 0.0299 0.5166
C -26.2359 8.0337 -1.8215 0.0809 0.8433 0.1031
C -25.9388 9.2697 -2.4272 0.4889 -1.0398 -0.1194
C -24.8775 10.0275 -1.9348 -1.0953 0.7228 -0.1835
P -21.1789 10.4467 -4.4212 -0.9636 0.0166 0.9303
C -20.2750 11.9855 -4.6768 -0.0164 -0.1487 -0.7673
C -19.5123 12.5971 -3.6713 -0.9166 0.0268 -1.4098
C -18.7647 13.7136 -4.0062 0.4559 -0.0269 0.6734
C -18.7058 14.1556 -5.3086 -0.8719 -0.2360 -0.9073
C -19.3809 13.4866 -6.3457 -0.4603 -0.3297 0.4861
C -20.1981 12.3944 -6.0368 2.0243 1.8402 2.1728
C -22.8544 10.7293 -5.1749 -0.8762 0.0248 -0.2631
C -23.2823 11.9465 -5.7876 1.3849 -0.2838 1.2978
C -24.3247 11.9571 -6.6771 -0.9214 -0.2573 -1.1907
C -24.9195 10.7696 -7.1160 0.2517 -0.5498 1.2603
C -24.6252 9.5906 -6.3932 -0.1949 0.4026 0.3146
C -23.6890 9.5782 -5.3417 0.5264 0.1708 -0.0644
H -22.1190 9.3119 -2.5887 0.3946 0.8776 -0.0006
H -20.5434 9.8769 -2.1914 0.3464 -0.0480 0.1104
H -22.6948 11.9875 -2.4276 -0.1761 -0.1861 0.5651
H -21.2467 12.0490 -1.4408 -0.1756 -0.1765 -0.3440
H -21.8720 13.5199 0.2215 0.6231 0.2354 0.0774
H -22.8395 15.8178 0.3135 -0.0187 -0.0479 0.0760
H -25.2847 16.0757 0.2221 -0.4712 0.5995 0.0739
H -26.7806 14.0928 0.2910 0.6878 -0.2335 -0.1969
H -25.7021 11.7811 0.2416 -0.2141 0.4036 -0.0225
H -24.0448 8.2725 0.7857 -0.0647 -0.4447 0.4428
H -25.7620 6.7345 -0.1892 -0.0209 -0.3199 -0.0268
H -27.0824 7.4277 -2.1405 0.3541 0.0583 -0.2154
H -26.4282 9.5600 -3.3499 -0.1303 0.0933 0.1391
H -24.6585 10.9973 -2.3908 0.0522 -0.4278 -0.0953
H -19.6285 12.2789 -2.6581 0.2679 -0.2229 0.3912
H -18.2138 14.2106 -3.2054 -0.1427 0.1011 -0.3282
H -18.3097 15.1104 -5.5519 0.8932 0.5276 -0.0256
H -19.3392 13.8311 -7.3866 0.0958 0.0147 0.5381
H -20.7462 11.9798 -6.8121 -1.0058 -1.1780 -1.1051
H -22.7680 12.9016 -5.5281 -0.3548 -0.9314 -0.3188
H -24.6977 12.8759 -7.1173 0.2861 0.1274 0.1000
H -25.6919 10.7679 -7.8878 0.3408 -0.0174 0.1908
H -25.1810 8.6854 -6.6228 0.0708 0.0431 0.0640
H -23.5775 8.6836 -4.6464 0.1683 1.0419 -1.3244
```
Positions in Å, forces in eV/Å.

Summary:
DFT total energy	-336688.858	eV
LUMO	2.09	eV
relative energy (zero: lowest compared OMol25 entry of this formula, charge and spin)	6.78	kcal/mol
net charge	-1
HOMO energy	-4.77	eV
HOMO-LUMO gap	6.858	eV

***

(2)
The following is a DFT calculation (ωB97M-V with the def2-TZVPD basis set) of a molecular structure, C54H46BrF5O3PbS3.

```
113
Properties=species:S:1:pos:R:3:forces:R:3
Pb 0.2315 1.6536 1.6152 -0.5066 -0.1738 -0.4152
C -7.2451 0.0937 -4.4388 0.0197 0.0030 0.0214
C -5.9579 0.3147 -3.6943 -0.0386 0.0061 -0.0182
C -5.5733 1.5936 -3.2954 0.0018 0.0124 0.0059
C -4.3872 1.8007 -2.6095 -0.0281 -0.0031 0.0217
C -3.5919 0.7073 -2.3009 -0.0191 -0.0917 0.0172
C -3.9383 -0.5748 -2.6971 -0.0598 0.0056 -0.0192
C -5.1221 -0.7590 -3.3913 0.0191 -0.0419 0.0123
S -2.0529 0.9510 -1.4404 0.1286 0.0456 -0.1257
O -1.2255 -0.2695 -1.6483 0.0486 0.0268 0.1436
C -2.6725 0.9427 0.2582 -0.1632 0.0604 -0.1682
C -3.0861 2.2293 0.6938 0.0443 0.0083 0.0356
C -3.6711 2.3887 1.9127 0.0522 0.0342 0.0689
C -3.7876 1.2880 2.7989 0.0077 0.0619 0.0260
C -4.3785 1.4364 4.0787 0.0178 0.0301 -0.0366
C -4.4363 0.3824 4.9437 -0.0245 -0.0861 -0.0819
C -3.8956 -0.8691 4.5701 -0.0522 0.0102 0.0300
C -3.3520 -1.0501 3.3310 0.0136 -0.0157 -0.0119
C -3.2997 0.0201 2.3990 0.0799 -0.0091 0.0212
C -2.7959 -0.1624 1.0652 0.0236 -0.0987 0.1147
C -2.5700 -1.5791 0.6234 -0.1067 -0.0173 -0.0034
C -3.7152 -2.3730 0.3147 -0.0580 0.1205 -0.0852
C -5.0250 -1.8249 0.2772 0.0611 0.0216 0.0176
C -6.0951 -2.6058 -0.0431 -0.0277 -0.0515 -0.0153
C -5.9201 -3.9763 -0.3413 -0.0287 0.0502 0.0054
C -4.6747 -4.5304 -0.3142 0.0157 -0.0188 0.0026
C -3.5422 -3.7461 0.0136 0.0752 -0.0326 -0.0049
C -2.2448 -4.3188 0.0574 -0.0562 0.0025 0.0080
C -1.1562 -3.5581 0.3492 -0.0337 0.0206 0.0805
C -1.3401 -2.1834 0.6182 0.0044 0.0682 0.0164
S 0.0388 -1.1938 1.0813 0.5983 0.1095 0.3266
O 0.4047 -1.4405 2.5160 -0.1013 -0.0005 -0.3058
C 1.3730 -1.8427 0.0959 -0.0901 -0.0942 -0.0306
C 2.5532 -2.1260 0.7685 0.0504 -0.0134 -0.0234
C 3.6334 -2.6218 0.0509 -0.0072 0.0347 0.0362
C 3.5417 -2.8533 -1.3192 0.0205 -0.0057 -0.0134
C 4.6918 -3.4542 -2.0764 -0.0328 0.0054 -0.0103
C 2.3399 -2.5579 -1.9637 0.0159 -0.0035 -0.0209
C 1.2540 -2.0491 -1.2744 -0.0532 0.0674 0.0400
H -7.5975 1.0121 -4.9047 0.0025 -0.0007 0.0002
H -8.0257 -0.2546 -3.7593 0.0065 0.0012 0.0046
H -7.1249 -0.6621 -5.2139 0.0007 0.0013 -0.0003
H -6.2011 2.4402 -3.5434 0.0109 0.0003 -0.0069
H -4.0853 2.8050 -2.3362 0.0056 -0.0040 0.0031
H -3.2793 -1.4052 -2.4803 0.0152 -0.0039 0.0075
H -5.4007 -1.7567 -3.7096 0.0062 0.0086 -0.0116
H -2.9625 3.0779 0.0291 -0.0217 -0.0307 -0.0154
H -4.0365 3.3606 2.2232 -0.0045 -0.0064 0.0043
H -4.7993 2.3980 4.3495 0.0145 0.0136 -0.0093
H -4.9025 0.4976 5.9140 -0.0224 -0.0222 0.0046
H -3.9262 -1.6945 5.2690 -0.0038 0.0037 -0.0021
H -2.9542 -2.0181 3.0565 -0.0067 0.0050 -0.0128
H -5.1735 -0.7736 0.4893 0.0045 -0.0018 -0.0059
H -7.0866 -2.1735 -0.0751 0.0026 -0.0133 0.0069
H -6.7794 -4.5849 -0.5893 0.0009 0.0090 -0.0024
H -4.5329 -5.5794 -0.5416 0.0026 0.0017 0.0048
H -2.1303 -5.3786 -0.1321 -0.0182 0.0064 -0.0318
H -0.1715 -4.0010 0.4065 0.0270 0.0479 -0.0475
H 2.6080 -1.9948 1.8410 -0.0052 0.0119 0.0129
H 4.5536 -2.8580 0.5733 -0.0126 -0.0095 -0.0041
H 5.6402 -3.0130 -1.7738 0.0349 0.0229 0.0167
H 4.5750 -3.3224 -3.1510 0.0008 0.0075 0.0073
H 4.7558 -4.5259 -1.8788 -0.0039 0.0026 -0.0022
H 2.2471 -2.7481 -3.0263 -0.0015 0.0082 -0.0013
H 0.3301 -1.8241 -1.7881 -0.0247 0.0021 0.0063
C 8.0149 0.8719 0.6495 -0.0026 0.0095 0.0065
C 7.3026 0.9140 -0.7026 -0.0286 -0.0059 0.0042
C 7.8247 2.1199 -1.5052 -0.0009 0.0105 0.0092
C 7.6122 -0.3856 -1.4662 -0.0072 -0.0008 -0.0063
C 5.7977 1.0372 -0.5598 0.0094 -0.0052 0.0607
C 5.1674 1.0621 0.7108 0.0756 -0.0199 -0.1677
C 3.8224 1.1767 0.7581 -0.1776 0.0532 0.0453
Br 2.9836 1.2333 2.4629 0.2166 -0.0973 0.0933
C 2.9583 1.2835 -0.4039 0.0997 -0.0702 -0.0575
O 1.7089 1.3504 -0.2663 0.0630 0.1284 0.1293
C 3.6263 1.3046 -1.7046 -0.0407 -0.0112 0.0643
C 4.9934 1.1576 -1.7050 0.0132 -0.0009 -0.0017
C 2.9243 1.5791 -3.0368 0.0095 0.0230 0.0366
C 3.3767 0.5468 -4.0823 0.0130 0.0018 -0.0192
C 1.3945 1.5591 -3.0002 -0.0179 -0.0119 0.0263
C 3.3752 2.9848 -3.4837 0.0022 -0.0169 -0.0236
H 9.0872 0.7765 0.4833 -0.0004 0.0024 0.0025
H 7.7042 0.0149 1.2511 0.0036 0.0042 -0.0081
H 7.8552 1.7860 1.2251 0.0024 -0.0034 -0.0047
H 8.9139 2.0835 -1.5335 -0.0044 -0.0079 -0.0166
H 7.5304 3.0632 -1.0422 0.0146 -0.0058 0.0088
H 7.4675 2.1149 -2.5350 -0.0046 0.0071 0.0057
H 8.6900 -0.4691 -1.6089 -0.0068 -0.0003 -0.0058
H 7.1401 -0.4068 -2.4491 0.0055 0.0014 -0.0005
H 7.2776 -1.2575 -0.9020 -0.0046 -0.0222 0.0078
H 5.7501 0.9947 1.6171 -0.0004 -0.0016 -0.0022
H 5.4992 1.1683 -2.6597 0.0029 0.0069 0.0131
H 3.1031 -0.4641 -3.7783 -0.0097 -0.0071 0.0177
H 4.4495 0.5723 -4.2714 -0.0111 -0.0023 -0.0062
H 2.8788 0.7648 -5.0273 0.0029 -0.0120 -0.0039
H 0.9947 0.6162 -2.6310 -0.0123 -0.0226 0.0087
H 1.0365 1.7030 -4.0207 -0.0050 0.0020 0.0090
H 0.9887 2.3651 -2.3902 -0.0050 0.0039 -0.0049
H 4.4523 3.0317 -3.6498 -0.0070 0.0024 0.0101
H 3.1097 3.7410 -2.7423 -0.0105 -0.0055 -0.0042
H 2.8767 3.2394 -4.4198 0.0093 0.0041 -0.0006
F -3.5051 3.9324 7.4820 -0.0299 0.0224 0.0186
C -2.7199 3.1791 6.7554 0.0210 -0.0466 0.0347
C -2.0973 3.7281 5.6285 -0.0862 0.0258 -0.0157
F -2.3020 4.9972 5.3207 0.0077 -0.0096 0.0089
C -1.2956 2.9302 4.8627 0.0265 -0.0373 -0.0063
F -0.6820 3.4728 3.8027 -0.0429 -0.0460 -0.0668
C -1.0542 1.5744 5.1756 0.1315 0.0853 0.0731
S 0.0241 0.5917 4.3173 -0.1527 -0.1940 0.1129
C -1.7063 1.0585 6.3246 0.0617 0.1141 -0.0159
F -1.5327 -0.2006 6.6568 0.0129 -0.0257 0.0221
C -2.5265 1.8459 7.1017 0.0875 0.1226 -0.0009
F -3.1400 1.3520 8.1597 -0.0441 -0.0501 0.0225
```
Positions in Å, forces in eV/Å.

Summary:
DFT total energy	-184255.500	eV
LUMO (spin up / spin down)	-7.90 / -7.46	eV
relative energy (zero: lowest compared OMol25 entry of this formula, charge and spin)	0.00	kcal/mol
net charge	+2
HOMO energy (spin up / spin down)	-12.71 / -12.71	eV
HOMO-LUMO gap (spin up / spin down)	4.814 / 5.256	eV

***

Q: Look up the relative energy (zero: lowest compared OMol25 entry of this formula, charge and spin) of the first one.
A: 6.78 kcal/mol

***

Q: Among the records above, which one has the highest relative energy (zero: lowest compared OMol25 entry of this formula, charge and spin)?
A: C54H46AsBrCuF5N4O5PSe